This record from the Open Molecules 2025 dataset describes a 7-piece molecular cluster, C53H68ClF6N3OP overall at a distorted geometry. The level of theory is ωB97M-V/def2-TZVPD.

The geometry in XYZ format:
```
133
Properties=species:S:1:pos:R:3:forces:R:3
H -3.0922 1.6689 -3.5532 0.63 -1.00 1.93
C -1.4879 1.4626 2.8000 0.52 -0.50 -1.54
H -3.2774 8.7943 -5.4652 0.07 -0.12 0.19
H -3.7187 4.9765 0.2881 1.05 -2.18 -0.72
C -2.8551 1.2095 -2.5030 -0.64 -0.08 1.45
H -0.7932 -1.2844 -4.0386 1.64 0.30 1.60
H 0.8023 2.6113 3.7417 0.94 -2.14 -1.23
H -2.2961 0.9108 0.7421 0.33 1.97 0.94
H 2.8453 -1.2931 2.4015 1.95 0.20 -0.34
C 3.7309 -4.0623 3.6322 -0.15 0.12 -0.11
C -3.1693 8.4292 -4.4469 -0.02 -0.04 0.44
H 2.0519 -7.5116 3.0430 0.04 0.23 0.07
F 1.6257 -3.0343 3.3629 -0.34 0.88 -0.11
H -1.5009 4.9102 -6.1354 0.00 -0.02 -0.11
C 2.2761 2.2574 2.0145 -1.24 1.69 0.71
H 2.0791 0.1682 -0.3975 1.48 0.22 -0.11
C -0.3920 1.5439 -3.3974 0.92 0.68 1.13
F 0.4127 -9.2057 3.5629 0.35 -0.12 -0.15
C 0.7178 0.3371 -3.3221 -0.47 0.25 -1.59
H -2.0925 4.2215 -0.2846 -2.45 -0.85 0.45
H -3.4538 -6.9185 3.1681 0.33 -0.24 0.25
C -1.4512 6.2864 -7.7805 0.53 -0.91 -0.74
H -2.1612 0.6113 3.2450 1.11 2.03 -0.64
C 0.0861 -3.2343 -1.5931 0.02 0.96 -0.11
C 2.3639 -4.1517 3.3936 0.94 -1.62 0.05
O 5.6186 3.4024 2.3357 -0.80 -1.57 -2.19
C 9.0769 0.7322 3.9735 0.12 -0.34 -0.21
C 3.4391 0.2453 1.1373 0.08 -0.17 -0.69
C -3.2196 3.9348 -0.0151 -0.29 1.25 0.68
C 3.8928 -6.4664 3.4564 0.04 0.15 0.02
C -2.4493 7.2611 -4.1963 0.09 -0.21 0.13
C 9.8868 -0.0850 4.7617 0.02 -0.01 0.05
H -1.0689 1.5236 -4.3531 1.40 -0.27 1.82
H 6.1885 4.0943 1.8884 -0.91 -1.04 0.52
H 8.1789 1.0160 2.0342 0.20 -0.13 0.18
H -0.2407 5.6406 -10.8832 -0.08 0.00 0.21
C 9.3637 -0.7835 2.1070 0.00 0.22 0.45
H 0.2155 0.6435 1.3827 -0.62 0.30 2.25
H 4.1858 -3.0894 3.7871 0.00 -0.05 0.12
C 0.0122 0.7671 2.5481 -0.18 -0.19 0.11
C -2.3791 -8.7490 5.8321 0.02 0.16 -0.38
H 10.6250 -2.4986 2.4865 -0.02 0.09 0.09
H 0.2296 2.5602 -3.4415 -1.30 -2.15 -0.06
F -1.6394 5.6748 -2.6506 0.28 -0.46 0.09
C -5.6819 -5.1071 0.2175 0.06 -0.07 0.00
C -1.1555 -9.1847 5.3241 0.11 -0.02 -0.03
H -1.2495 -7.6810 2.2783 -0.02 -0.08 0.05
C -2.3268 6.7994 -2.8903 -0.78 1.25 -0.26
H -0.9097 1.0265 -1.1321 -0.98 1.02 -1.87
H 8.6514 1.6413 4.3914 0.09 -0.18 -0.04
H 1.3430 0.3938 -4.3336 -1.19 -0.08 2.16
H -5.1937 3.7443 -1.1882 2.14 -0.85 -0.03
C -1.1070 6.5055 -9.1097 -0.03 0.07 0.05
H -6.0338 -5.2655 3.5935 0.00 0.00 -0.10
H 0.9461 -1.9147 -3.6136 -1.85 1.50 0.73
H -1.3433 2.7705 -1.7267 -0.17 -2.16 -0.44
N 3.6009 1.4919 1.9794 -1.35 -3.61 -1.64
H -1.1027 2.3723 0.7249 -1.96 -0.83 1.25
C 1.2391 1.6631 3.1733 0.18 0.02 -0.01
H 10.0942 0.1680 5.7961 0.03 -0.06 -0.11
C -6.1393 -4.8820 2.5841 0.08 -0.08 0.02
C -0.2964 4.2345 -9.2486 -0.02 -0.01 0.09
H -7.2993 -3.1594 3.1593 0.08 -0.15 -0.14
P 4.7695 2.5150 1.0727 1.32 2.95 0.37
C -1.2265 5.0548 -7.1752 -0.04 0.05 0.05
C -4.0619 1.7442 -1.4914 -0.61 -0.49 -1.13
C -3.2555 3.0126 1.3404 0.26 -0.65 -0.80
H -7.5404 -2.3258 0.8317 0.10 -0.19 0.04
C -0.3811 -1.6464 -1.7531 -0.99 -1.04 -0.92
H 4.2272 -1.7166 1.2237 -1.64 0.35 0.03
H 0.0135 -0.9562 -0.8945 -0.48 -1.31 -1.60
H -1.9843 6.7088 -5.0063 -0.12 0.16 0.31
H -0.5055 -9.8255 5.9106 -0.03 0.07 -0.09
H -0.4784 3.0522 -7.4525 -0.04 0.19 -0.05
C -2.9067 7.4862 -1.8296 0.07 -0.11 0.03
H -2.9555 0.0200 -2.5111 0.30 2.58 -0.33
C 10.1827 -1.5947 2.8924 0.01 -0.09 -0.01
H -0.1855 -3.7755 -2.6214 0.67 1.06 2.45
F 11.2172 -2.0212 4.9682 0.01 -0.02 0.01
H 1.4703 0.5816 -2.4577 -1.47 -0.65 -1.45
H -1.5683 -1.6016 -1.7010 2.53 -0.03 0.05
C -0.7652 -8.7919 4.0487 -1.15 0.38 0.49
H 9.1543 -1.0567 1.0758 0.10 0.02 0.16
C -2.0277 1.9015 1.3064 0.27 0.24 0.52
C 4.4991 -5.2259 3.6694 -0.34 -0.22 -0.13
H 0.6821 -5.4264 3.0073 0.08 0.02 0.03
C 8.8140 0.3812 2.6484 0.01 -0.05 0.00
H -5.2169 -5.6595 -0.5926 -0.06 0.01 0.10
F -4.8720 -6.6935 1.7631 -0.03 -0.22 -0.15
H 3.6741 -0.1920 -0.9492 -0.78 0.40 0.79
C -6.9827 -3.2392 1.0272 0.04 -0.03 -0.03
H 5.5673 -5.1674 3.8630 -0.21 0.03 -0.03
H -4.1611 -7.5977 5.4495 0.18 -0.08 -0.07
H -4.0662 1.1015 -0.5145 0.04 1.46 -1.68
H -2.6886 -9.0438 6.8319 0.09 0.02 -0.20
H -0.0367 -0.3378 2.9808 0.41 2.39 -0.73
C 2.5209 -6.5453 3.2126 0.24 0.28 0.05
H -2.8012 7.1027 -0.8202 0.02 0.01 -0.09
H -4.3078 10.0425 -3.5820 0.11 -0.18 0.05
H -3.6537 3.8417 -2.2824 -0.95 -0.92 2.17
H 4.4931 -7.3734 3.4810 -0.13 0.19 0.00
C 0.0807 -1.1765 -3.2627 1.10 0.26 0.45
H -4.0667 9.2088 -1.2544 0.09 -0.14 -0.13
H 0.1565 3.4294 -9.8234 -0.09 0.16 0.11
C -2.8073 -7.5497 3.7726 0.17 -0.11 0.37
C -4.0874 3.3646 -1.2777 0.57 -0.01 -0.53
C -5.5594 -5.5689 1.5234 -0.69 1.08 -0.26
C -6.4018 -3.9391 -0.0332 0.00 -0.04 0.48
H -5.0736 1.4676 -2.0621 2.12 0.54 1.28
C -1.5785 -7.9766 3.2692 0.11 -0.03 0.04
H 2.5422 3.3630 2.3432 -0.34 -2.28 -0.77
C 10.4346 -1.2392 4.2129 -0.52 0.53 -0.50
H -1.2971 7.4738 -9.5607 0.01 -0.08 0.09
H -4.3023 2.4400 1.3499 2.26 1.36 0.33
H -6.5100 -3.5739 -1.0515 0.04 -0.10 0.18
C -3.2046 -7.9346 5.0555 0.10 -0.01 -0.07
C -1.3477 1.6401 -2.0281 -0.08 0.57 -1.65
H -3.1179 3.7024 2.2919 -0.41 -1.51 -1.96
H 1.2698 -3.2160 -1.4415 -2.59 -0.38 -0.34
C -3.7501 9.1291 -3.3865 0.04 -0.06 -0.02
C -6.8498 -3.7081 2.3351 0.14 -0.12 -0.37
C 1.7512 -5.3826 3.1866 -0.08 0.17 -0.03
C -0.5213 5.4758 -9.8457 -0.08 -0.15 0.39
N 3.1057 0.4403 -0.3378 0.48 -0.60 2.50
H -0.4588 -3.7528 -0.6841 1.26 0.98 -1.90
H 1.8520 1.0243 3.9514 -1.10 1.44 -1.54
N 3.5423 -1.0473 1.6404 -0.38 2.89 -0.10
H -1.4269 2.4260 3.4627 -0.06 -2.07 -1.01
H 1.7731 2.3326 0.9528 0.96 -0.27 2.02
F -2.0084 7.2773 -7.0718 -0.11 0.26 -0.09
C -3.6172 8.6602 -2.0786 0.12 -0.13 -0.37
C -0.6511 4.0212 -7.9143 -0.01 0.38 -0.32
Cl 6.2715 1.3120 0.1482 -0.84 -0.11 0.96
```
Forces are in eV/Å.

## Properties
**Total energy**: -100682.898 eV
**Charge**: +1
**HOMO-LUMO gap**: 4.81 eV
**Energy relative to the best compared isomer or geometry (same formula, charge and spin)**: 196.4 kcal/mol
**HOMO energy**: -10.57 eV
**Max |F|**: 0.08156 Eh/bohr

---

This record from the Open Molecules 2025 dataset describes C53H71NO4P3PtSi as an isolated structure at a distorted geometry. The level of theory is ωB97M-V/def2-TZVPD.

The geometry in XYZ format:
```
134
Properties=species:S:1:pos:R:3:forces:R:3
H 1.0410 -2.1256 -2.6353 -0.06 -0.02 0.02
O -0.5634 -0.0053 -1.5077 0.07 0.12 -0.44
O -1.1313 1.9356 2.0843 -0.50 0.11 -0.41
H -2.5710 -2.5743 -4.2955 0.01 0.03 -0.05
H 2.6543 -1.3527 5.0068 -0.02 -0.02 -0.02
H 1.7415 4.4668 3.4533 0.02 -0.02 0.03
H 2.1000 -3.2208 -0.5688 0.06 0.07 0.05
H 1.1485 0.2962 6.0175 0.01 0.03 -0.02
C -0.5940 -1.8104 3.6135 -0.17 -0.03 0.28
C 2.8887 -1.6887 4.0020 -0.07 0.05 -0.08
C -4.5751 -2.4698 0.5259 0.04 -0.13 0.13
H -0.5602 4.4407 2.1499 0.02 0.05 -0.01
C -1.8797 -3.3656 -6.1738 0.05 0.00 0.03
C -1.2923 1.7168 -3.0073 -0.07 0.24 0.08
H 4.6170 -2.7657 4.6609 0.00 0.01 -0.02
C -4.0765 1.0721 1.0273 0.04 -0.04 0.01
C -4.8002 -0.4988 2.9103 0.01 -0.01 0.05
C -2.1053 3.6128 -4.2874 -0.05 0.02 -0.07
H 2.5272 3.7791 -0.8407 -0.03 0.04 -0.01
C 2.0796 -1.3012 2.9225 0.09 -0.19 -0.20
H -1.5418 3.6839 -2.2251 -0.01 -0.01 0.00
C 1.4344 2.3279 3.3185 0.11 0.17 0.01
H -2.8999 -4.7561 4.6579 0.03 -0.02 -0.04
H -0.0803 -4.4182 0.0398 -0.02 0.02 0.00
C 4.0366 3.6179 1.6659 0.01 0.07 -0.19
H -2.8243 3.4006 3.3101 0.02 0.00 0.01
C 4.3638 -2.8832 2.5277 -0.01 0.02 0.07
C -1.0372 -1.3581 -5.1514 -0.07 0.17 0.04
C -0.2298 -2.6783 4.6449 -0.08 0.07 -0.05
H -1.0003 3.8449 0.5505 0.01 0.03 -0.04
H 0.7186 -3.6553 1.4222 -0.02 0.00 0.00
H -5.5253 -0.9617 2.2500 -0.01 0.05 0.05
C 1.1313 -2.7214 -0.5156 -0.74 0.32 -0.33
H -5.1768 -1.5887 0.3086 0.01 -0.05 -0.04
H 3.5500 0.0913 -0.1465 0.06 -0.06 0.04
C -2.6075 -3.1138 3.3143 0.01 0.01 -0.02
C -0.8359 1.2150 -1.6920 -0.04 0.16 0.23
C 4.0104 -2.4724 3.8130 0.04 -0.03 -0.06
C 3.5628 -1.2542 -1.8186 0.14 -0.10 0.10
H -0.3430 5.4811 0.7357 0.03 -0.01 0.02
C -1.6415 3.0707 -3.1111 0.06 -0.11 0.07
H -0.8903 -0.7791 -3.1318 0.06 0.00 0.05
H -4.8545 -2.8433 1.5064 -0.03 0.01 -0.01
C 1.5997 2.3761 6.0970 0.09 0.00 -0.01
C -1.0510 -3.7288 5.0291 0.01 0.00 -0.02
C 1.6533 3.5348 3.9963 0.02 -0.09 -0.05
C -1.4169 0.8841 -4.1385 0.00 -0.34 -0.01
H -2.3742 4.6589 -4.3459 0.01 -0.02 0.00
H -4.4714 -1.2295 3.6487 0.00 0.00 0.00
C 3.4174 2.2595 1.3173 -0.09 -0.23 -0.25
H 3.1059 1.4067 -2.1772 0.02 -0.03 0.04
O -1.1761 0.7128 3.9267 -0.20 -0.06 -0.17
C 1.3366 1.1913 5.4323 0.03 -0.02 -0.15
C -0.2851 4.4509 1.0955 0.06 0.06 0.16
C 3.6074 -2.4721 1.4487 -0.08 0.06 0.06
H 0.8212 3.4754 -1.2207 -0.02 0.05 -0.02
P -2.2798 -0.9626 1.5374 0.47 -0.45 -0.04
H 3.7448 3.9527 2.6598 0.04 -0.01 0.02
C 4.1284 1.1979 2.1560 -0.01 0.14 0.10
H 0.7071 -2.5401 5.1686 0.01 0.01 -0.02
H 3.8045 4.3969 0.9410 0.04 -0.02 0.04
H 0.4416 -3.7459 -2.2791 0.03 0.01 0.02
O -0.7133 2.0303 -0.7291 -0.23 -0.38 -0.04
H 1.8609 -1.9986 -8.0726 -0.02 0.00 -0.02
H 5.1697 1.1307 1.8325 -0.02 0.04 0.02
C 0.8247 -1.9340 -8.4132 -0.07 -0.01 0.04
H -3.1246 0.7378 2.8991 -0.05 0.04 0.14
C 0.8518 -0.0379 -6.2000 -0.03 -0.04 -0.03
H 1.6695 2.3872 7.1777 -0.02 0.01 -0.02
H -2.6303 3.1790 -6.3269 0.01 -0.02 0.01
C -0.1351 -1.1751 -6.2044 0.10 0.00 -0.02
C -1.4519 1.7583 3.3027 0.22 0.15 -0.11
C -3.6289 0.1409 2.1644 -0.15 0.22 -0.62
H 0.7074 -0.9656 -8.9048 0.01 -0.02 0.02
P 1.5425 -1.0641 0.2061 -0.17 -0.66 0.06
H 1.6245 0.4928 -2.4933 0.08 0.01 0.01
H -1.8694 -1.5190 -1.3286 -0.08 0.12 0.02
H -2.0467 0.8000 -6.1891 0.03 0.03 0.00
H 1.8431 -0.3900 -6.4893 -0.01 0.01 0.00
H 4.1206 1.4750 3.2125 -0.01 0.01 -0.02
Pt -0.0693 0.4268 0.9624 0.47 0.54 2.15
H 1.9091 4.4956 5.8896 -0.01 -0.02 0.00
H -1.4054 3.5789 4.3505 -0.02 -0.02 0.03
C -2.8976 -1.7387 -1.1073 -0.18 -0.07 0.04
C -2.2458 -3.9460 4.3627 0.02 0.03 0.03
H -4.8450 -3.2364 -0.2033 0.01 0.02 0.00
H -3.5327 -3.3149 2.7963 0.02 -0.01 -0.02
H 3.9724 -2.1376 -1.3339 0.01 0.04 -0.06
H 4.4007 -0.7110 -2.2588 0.00 -0.01 -0.02
C -1.9079 1.4431 -5.3292 -0.05 0.03 -0.06
C -2.2446 2.7790 -5.3969 0.05 -0.06 0.00
H -4.7650 1.8254 1.4158 -0.01 -0.03 0.01
C -1.8876 -2.4581 -5.1294 -0.10 -0.06 -0.02
H 5.1205 3.4906 1.6778 -0.01 0.01 -0.02
H -0.5107 -2.3295 -1.8539 -0.03 -0.14 -0.06
C 2.4691 -1.6742 1.6494 0.42 -0.20 -0.26
C 2.2812 0.8663 -1.7056 0.17 -0.21 -0.13
C -1.0149 -3.1722 -7.2405 0.01 0.00 -0.01
H 1.8217 4.5922 1.4346 0.05 -0.08 0.09
H 1.7031 1.5678 -1.1174 -0.04 0.05 0.03
C 0.4925 -2.7204 -1.9062 0.33 -0.10 -0.04
H 1.3859 5.1185 -0.9276 0.03 0.00 0.05
H 3.9163 -2.7700 0.4563 0.00 -0.01 0.08
H -1.0127 -3.8732 -8.0675 0.00 0.02 0.03
C 1.2434 1.1434 4.0341 -0.35 0.12 0.40
H 0.5673 0.7427 -6.9111 0.01 0.00 0.02
C 1.4992 4.0759 -0.6233 0.20 0.16 0.14
H 3.6045 2.0594 0.2613 0.02 0.07 -0.03
N -1.0885 -0.4489 -4.0625 0.03 0.13 -0.26
H -2.7125 2.4939 4.8577 0.02 0.02 0.00
C 2.8345 -0.2978 -0.8701 -0.36 0.37 -0.48
C -2.1651 2.8755 3.9992 -0.02 0.06 -0.06
H -3.2240 1.5920 0.5830 -0.02 -0.01 -0.01
H 3.6876 0.2167 2.0781 0.02 -0.11 -0.04
H -5.3161 0.2977 3.4513 0.02 -0.01 0.00
Si 0.4652 -0.3349 3.1287 0.55 0.06 0.32
C 1.1439 3.9557 0.8687 -0.59 -0.29 -0.66
H 5.2322 -3.5101 2.3705 0.00 0.04 0.02
H -0.6600 -2.8709 0.6664 0.02 -0.05 -0.02
C -1.7978 -2.0398 2.9404 -0.09 -0.05 0.02
H -3.4738 -0.8350 -1.3241 0.02 -0.03 -0.01
P 1.5400 2.2566 1.4995 0.18 -0.09 0.56
C 1.7395 3.5574 5.3771 -0.02 0.00 0.03
C -3.0823 -2.1766 0.3454 -0.05 0.39 -0.36
H -4.5958 0.5282 0.2362 -0.01 0.03 0.04
H -2.5534 -4.2129 -6.1657 0.01 0.01 0.01
H -2.5136 -3.0912 0.5092 -0.10 -0.07 0.04
H 2.9195 -1.5792 -2.6341 0.04 0.04 0.03
C 0.2277 -3.4620 0.4676 0.30 -0.15 0.07
H 0.9227 0.4234 -5.2171 0.00 0.00 0.01
H -3.2513 -2.5301 -1.7729 -0.03 0.02 0.04
H -0.7529 -4.3799 5.8414 -0.01 0.02 -0.01
H 0.6687 -2.7149 -9.1559 0.00 0.02 0.00
C -0.1380 -2.0936 -7.2645 0.03 0.00 -0.01
```
Forces are in eV/Å.

## Properties
**Total energy**: -104784.212 eV
**Charge**: +1
**HOMO-LUMO gap**: 5.81 eV
**Energy relative to the best compared isomer or geometry (same formula, charge and spin)**: 0.0 kcal/mol
**HOMO energy**: -9.40 eV
**Max |F|**: 0.04400 Eh/bohr